[1]
Formula: C51H44BiF6N3O8P3S2Se
Source: the Open Molecules 2025 dataset
Level of theory: ωB97M-V/def2-TZVPD

XYZ file:
```
119
Properties=species:S:1:pos:R:3:forces:R:3:lowdin_charge:R:1
Bi 0.43856 0.38912 0.02601 -0.657 0.324 0.090 1.769
N -2.07469 1.40110 0.51130 0.166 -0.070 -0.185 -0.043
C -3.15316 0.43935 0.68620 0.192 -0.038 0.238 -0.195
C -2.01980 -1.79370 0.59972 0.021 0.063 -0.172 -0.585
O -2.27991 -3.15663 0.92422 0.000 0.003 -0.004 0.024
O -0.77170 -1.53424 0.17851 -0.328 0.120 -0.099 -0.385
H -1.98900 2.07061 1.26940 0.015 0.016 -0.013 0.076
H -2.08375 1.92875 -0.35323 -0.118 0.035 -0.012 0.032
H -3.43122 0.06010 -0.29536 -0.030 -0.026 -0.043 0.103
H -4.05130 0.87533 1.12526 -0.056 0.067 0.055 0.114
O 0.73029 4.51316 -1.58368 -0.155 0.065 -0.025 0.051
C 0.12729 3.52348 -1.96244 -0.132 -0.324 0.025 -0.627
O -0.42511 2.60683 -1.24452 0.156 0.286 0.127 -0.288
C -0.05993 3.24944 -3.44545 -0.030 -0.242 0.026 -0.136
C 0.07086 4.29167 -4.35623 0.016 -0.021 -0.020 -0.015
C -0.20655 4.08815 -5.69579 -0.030 -0.012 -0.031 -0.077
C -0.63588 2.83754 -6.12841 -0.010 0.019 -0.052 -0.082
C -0.75096 1.79041 -5.23027 0.061 0.006 0.139 -0.098
C -0.43612 1.97291 -3.87970 0.035 0.183 0.178 -0.265
P -0.70986 0.57171 -2.68383 -0.079 -0.174 -0.774 1.091
C -2.56011 0.58217 -2.82319 0.004 -0.022 0.057 -0.317
C -3.33508 -0.53993 -3.11022 -0.025 0.035 -0.009 -0.088
C -4.72156 -0.44798 -3.18162 0.014 -0.001 0.016 -0.096
C -5.35902 0.76334 -2.96916 0.027 0.021 -0.009 -0.091
C -4.59757 1.89156 -2.68831 0.026 -0.057 0.024 -0.073
C -3.21605 1.80183 -2.61602 0.035 -0.018 0.008 -0.099
C -0.14963 -0.87687 -3.69259 0.033 0.071 0.042 -0.357
C -0.54586 -2.17015 -3.34884 -0.001 0.057 0.083 -0.117
C -0.04405 -3.27847 -4.01483 -0.027 0.003 0.038 -0.081
C 0.90471 -3.11823 -5.01310 0.067 0.050 -0.027 -0.088
C 1.38790 -1.84799 -5.29362 -0.001 0.002 0.057 -0.087
C 0.87493 -0.74015 -4.63319 -0.109 -0.060 0.014 -0.118
H 0.37661 5.25925 -3.97680 0.022 -0.049 0.010 0.119
H -0.11046 4.90302 -6.40395 -0.009 -0.016 0.022 0.098
H -0.88815 2.67915 -7.17114 0.018 -0.003 0.044 0.099
H -1.09497 0.82476 -5.57779 0.015 -0.015 -0.016 0.108
H -2.86702 -1.49287 -3.30875 -0.017 0.024 0.001 0.083
H -5.30572 -1.33469 -3.40358 0.046 0.041 -0.030 0.100
H -6.43809 0.83357 -3.03686 0.026 -0.007 0.032 0.098
H -5.07983 2.84847 -2.53016 0.017 -0.008 0.003 0.104
H -2.63276 2.69080 -2.40389 -0.003 -0.020 -0.024 0.105
H -1.20800 -2.31475 -2.50502 0.059 -0.010 -0.040 0.066
H -0.37224 -4.27215 -3.73140 -0.005 0.041 0.007 0.099
H 1.29962 -3.97987 -5.53848 0.006 0.020 0.047 0.099
H 2.19366 -1.71445 -6.00523 -0.037 -0.005 0.013 0.104
H 1.30456 0.23217 -4.83241 -0.035 0.021 -0.051 0.107
F 1.58241 3.67387 4.43336 0.190 -0.026 -0.068 0.110
C 2.35179 3.32647 3.39042 -0.011 -0.053 -0.127 -0.651
F 3.54449 3.89071 3.54469 -0.042 0.020 0.054 0.144
F 2.50737 1.99266 3.41582 0.100 0.119 0.071 0.112
S 1.53215 3.83105 1.79781 -0.246 0.208 -0.327 0.581
O 0.65994 2.70871 1.53335 0.003 -0.053 0.220 -0.419
O 0.92022 5.09018 2.07621 0.178 -0.029 0.112 -0.258
N 2.73553 4.01557 0.81243 -0.089 -0.070 0.080 -0.275
S 3.52615 2.83592 0.15412 0.036 -0.251 0.368 0.605
O 2.77696 1.58938 0.09043 0.218 0.038 -0.137 -0.456
O 4.87141 2.75764 0.64123 -0.074 -0.015 -0.027 -0.267
C 3.73348 3.34122 -1.62260 -0.147 -0.065 0.050 -0.665
F 3.73535 4.65752 -1.76938 0.014 -0.027 -0.018 0.153
F 4.90896 2.86031 -2.02425 0.009 0.034 -0.159 0.123
F 2.78006 2.80139 -2.38025 0.191 0.026 0.003 0.136
C 0.42800 -1.96263 4.11655 -0.103 0.032 -0.247 -0.295
C 1.16239 -2.71737 2.99603 -0.263 0.290 0.023 -0.328
P 1.88502 -1.73419 1.60394 0.720 -0.343 0.170 1.018
C 2.35513 -3.16347 0.53401 -0.184 -0.022 -0.057 -0.344
C 1.30400 -3.94205 0.03184 0.024 0.101 -0.016 -0.100
C 1.55618 -5.01620 -0.80636 -0.014 0.012 0.021 -0.087
C 2.85855 -5.31833 -1.18396 0.020 0.024 0.027 -0.094
C 3.90311 -4.54975 -0.69743 -0.008 -0.003 0.003 -0.087
C 3.65688 -3.48763 0.16548 -0.041 -0.018 0.029 -0.089
C 3.48444 -1.18932 2.31917 0.005 0.039 0.015 -0.350
C 4.44437 -0.62924 1.47070 -0.117 0.055 0.000 -0.119
C 5.64299 -0.14713 1.97214 -0.003 0.004 0.008 -0.068
C 5.88818 -0.17625 3.33780 0.002 0.012 0.000 -0.084
C 4.93910 -0.71232 4.19421 -0.031 -0.032 -0.009 -0.090
C 3.75136 -1.22553 3.68865 0.032 -0.038 -0.036 -0.099
C -1.02258 -1.61142 3.75925 0.365 -0.010 -0.144 -0.311
P -1.14972 -0.18013 2.57160 -0.559 -0.195 0.421 1.055
C -2.65542 -0.74698 1.57139 0.311 0.003 -0.111 -0.401
C -3.72756 -1.32357 2.46174 0.089 0.100 -0.124 -0.097
C -4.85137 -1.91977 2.06649 -0.135 -0.025 -0.077 -0.079
C -5.23579 -2.23054 0.69100 0.014 -0.044 0.077 -0.079
C -4.40081 -2.51675 -0.31200 0.088 -0.067 0.024 -0.039
C -2.93117 -2.62157 -0.25417 0.075 0.217 0.195 -0.181
C -1.78130 1.12773 3.69738 0.179 0.153 -0.039 -0.347
C -0.78519 1.78902 4.42704 -0.062 -0.097 -0.060 -0.100
C -1.09702 2.83592 5.28001 -0.039 -0.016 0.069 -0.075
C -2.41526 3.25202 5.41151 -0.006 -0.045 -0.040 -0.084
C -3.41294 2.61233 4.69059 0.011 -0.027 -0.038 -0.083
C -3.10091 1.55999 3.83640 0.024 -0.026 0.046 -0.087
H 0.96445 -1.05148 4.39463 0.024 -0.017 0.060 0.083
H 0.41438 -2.60790 4.99787 0.030 0.013 0.062 0.108
H 0.46493 -3.41292 2.52543 0.027 -0.060 0.021 0.077
H 1.98968 -3.30168 3.39907 0.002 -0.103 0.005 0.085
H 0.28027 -3.68157 0.27491 0.014 -0.026 -0.010 0.080
H 0.72916 -5.61460 -1.17299 0.020 0.051 -0.006 0.099
H 3.05614 -6.14365 -1.85786 -0.006 0.020 0.014 0.096
H 4.92191 -4.76158 -0.99886 -0.023 -0.001 0.027 0.102
H 4.49460 -2.91907 0.54030 0.014 0.068 -0.009 0.091
H 4.24617 -0.54805 0.40893 0.034 -0.006 -0.041 0.073
H 6.37246 0.27548 1.29294 -0.068 0.040 0.012 0.111
H 6.80881 0.23475 3.73468 -0.012 -0.031 -0.019 0.100
H 5.11897 -0.73337 5.26259 -0.006 -0.001 -0.015 0.098
H 3.03837 -1.65343 4.38063 0.017 0.021 -0.008 0.081
H -1.57049 -1.35127 4.66348 -0.085 -0.028 0.031 0.083
H -1.50312 -2.47920 3.29997 -0.045 -0.008 0.023 0.084
H -3.58078 -1.21211 3.53029 -0.025 -0.021 -0.014 0.096
H -5.56957 -2.20144 2.83223 0.041 0.002 -0.008 0.102
H -6.30255 -2.26965 0.48766 0.048 0.032 -0.001 0.098
H -4.82465 -2.70567 -1.29364 -0.003 -0.009 0.068 0.095
H -2.47231 -2.99044 -1.16557 -0.017 -0.018 0.018 0.122
H 0.25263 1.49333 4.29625 -0.128 0.045 0.008 0.085
H -0.30613 3.34539 5.81704 -0.095 -0.051 -0.024 0.099
H -2.66075 4.08439 6.05876 0.000 -0.011 0.009 0.100
H -4.44408 2.93354 4.78344 0.036 0.008 -0.008 0.100
H -3.89928 1.07864 3.28694 0.016 0.013 0.007 0.086
Se 4.36305 -0.94357 -2.81176 0.535 -0.031 -0.253 0.568
C 2.83992 -0.82848 -1.96180 -0.709 0.023 0.364 -0.955
N 1.81500 -0.76855 -1.39152 0.462 -0.183 -0.302 -0.134
```
Positions in Å, forces in eV/Å.

Calculated values
Energy relative to the best compared isomer or geometry (same formula, charge and spin)   0.0 kcal/mol
LUMO energy   2.2 eV
Charge   -1
Total energy   -211481.5221 eV


[2]
Formula: C31H44CoN2O4P2S
Source: the Open Molecules 2025 dataset
Level of theory: ωB97M-V/def2-TZVPD

XYZ file:
```
85
Properties=species:S:1:pos:R:3:forces:R:3:lowdin_charge:R:1
Co -0.64065 -0.39389 -0.18321 -0.155 0.363 -0.524 0.498
C -5.40667 2.18203 -3.83266 -0.034 -0.058 -0.044 -0.070
C -5.00988 0.88413 -3.53332 0.008 0.002 0.000 -0.066
C -4.06917 0.65838 -2.54406 -0.009 0.048 0.004 -0.098
C -3.52838 1.73703 -1.84205 0.085 -0.006 -0.123 -0.350
C -3.92155 3.03543 -2.14905 0.024 -0.060 0.046 -0.074
C -4.86362 3.25259 -3.14407 0.010 0.052 0.008 -0.069
P -2.29878 1.39166 -0.56305 0.208 -0.330 0.425 1.070
C -2.02560 2.92858 0.33866 -0.102 0.118 -0.096 -0.378
C -0.99649 3.74640 -0.11987 0.046 -0.036 -0.071 -0.120
C -0.77347 4.98237 0.46060 0.058 0.100 0.045 -0.081
C -1.56310 5.39980 1.52062 -0.029 -0.004 0.020 -0.064
C -2.57958 4.58135 1.99460 0.026 0.057 0.015 -0.060
C -2.81970 3.35479 1.39939 0.034 -0.078 0.033 -0.064
C -3.15861 0.24402 0.56500 -0.127 -0.063 -0.067 -0.381
C -4.46520 0.35474 1.06386 0.061 0.058 -0.077 -0.073
C -4.94394 -0.60140 1.93898 -0.038 -0.035 0.039 -0.063
C -4.15409 -1.68189 2.32505 0.051 -0.055 -0.026 -0.055
C -2.86713 -1.84081 1.81659 -0.213 0.051 -0.103 -0.062
C -2.45321 -0.88066 0.92724 0.005 -0.186 0.346 -0.127
H -6.14274 2.35594 -4.60540 -0.017 -0.003 -0.018 0.110
H -5.43359 0.04789 -4.07200 -0.014 -0.014 -0.013 0.110
H -3.76299 -0.35487 -2.31227 -0.001 0.001 0.006 0.082
H -3.50320 3.87252 -1.60753 0.011 0.046 0.017 0.103
H -5.17391 4.26168 -3.37619 -0.010 0.031 -0.008 0.110
H -0.36165 3.41754 -0.93534 -0.018 -0.027 -0.016 0.108
H 0.02376 5.61429 0.09314 0.011 0.015 0.000 0.111
H -1.38671 6.36167 1.98129 0.013 0.030 0.016 0.110
H -3.18968 4.90164 2.82746 -0.020 0.014 0.023 0.111
H -3.61164 2.72448 1.77776 -0.026 -0.013 0.006 0.097
H -5.09061 1.18511 0.75718 -0.003 0.003 -0.011 0.118
H -5.94657 -0.50764 2.33269 -0.018 -0.001 0.012 0.113
H -4.54984 -2.41101 3.01994 0.016 -0.016 0.010 0.113
H -2.24821 -2.68141 2.09536 0.021 -0.016 0.033 0.112
C 0.24045 -5.08606 -2.84486 -0.046 -0.047 0.002 -0.072
C 0.80354 -4.12320 -1.81724 -0.002 0.020 0.120 -0.259
N 1.31610 -2.89988 -2.42850 0.074 0.119 -0.126 0.038
C 0.61727 -1.79232 -2.63063 0.021 -0.102 0.033 -0.764
S -1.05095 -1.66531 -2.19117 -0.188 0.043 0.119 0.707
N 1.18983 -0.74095 -3.20509 -0.059 -0.074 -0.111 0.009
C 2.58096 -0.64682 -3.61821 0.132 0.081 0.119 -0.221
C 2.85699 -1.30080 -4.96445 -0.005 0.007 0.001 -0.069
H -0.12217 -5.98752 -2.35269 -0.003 -0.021 0.014 0.082
H 0.99683 -5.38119 -3.57140 0.038 0.002 -0.022 0.078
H -0.59388 -4.63027 -3.37677 -0.013 0.019 -0.007 0.070
H 1.63030 -4.56805 -1.26113 -0.018 -0.013 -0.034 0.116
H 0.03916 -3.83141 -1.09821 0.037 -0.030 -0.019 0.081
H 2.26194 -2.92932 -2.77903 -0.031 0.009 0.034 0.133
H 0.56908 0.03324 -3.37295 0.028 0.030 0.015 0.128
H 3.20364 -1.06344 -2.82048 -0.008 -0.019 -0.028 0.117
H 2.82588 0.41442 -3.65048 -0.010 -0.027 -0.032 0.127
H 2.60399 -2.36076 -4.96330 -0.008 -0.044 -0.002 0.069
H 3.91045 -1.20578 -5.22177 0.031 0.008 0.005 0.082
H 2.27001 -0.82369 -5.74713 -0.014 0.015 -0.029 0.082
C 2.11614 -3.88097 1.93919 0.013 0.028 -0.036 -0.014
C 2.86798 -2.56406 2.07291 -0.002 0.058 0.056 -0.589
C 3.74270 -2.29758 0.85748 0.055 -0.082 0.046 -0.032
C 3.68243 -2.51868 3.35534 0.062 -0.040 -0.109 -0.019
O 1.82847 -1.53750 2.23109 -0.101 0.085 -0.010 -0.142
P 1.44390 -0.32195 1.31333 0.016 -0.076 -0.214 0.290
O 0.06074 0.16652 1.71277 0.120 0.083 0.012 -0.287
O 1.32289 -0.71856 -0.17141 0.212 -0.064 0.364 -0.340
O 2.58357 0.74955 1.44037 -0.086 -0.033 -0.114 -0.143
C 2.68614 1.80676 2.46636 0.039 -0.094 0.011 -0.592
C 1.68367 2.89500 2.12931 0.048 0.048 0.011 -0.030
C 2.43283 1.21031 3.84056 0.036 0.098 0.044 -0.020
C 4.11212 2.30846 2.32193 -0.070 0.007 0.088 -0.020
H 2.79171 -4.67583 1.62122 0.031 -0.004 0.041 0.094
H 1.32296 -3.78082 1.19796 0.016 -0.009 -0.044 0.073
H 1.66990 -4.17065 2.88944 -0.062 0.030 0.008 0.092
H 4.48301 -3.09517 0.78079 0.009 0.022 0.018 0.098
H 4.27286 -1.35074 0.95402 -0.011 0.055 -0.009 0.089
H 3.15138 -2.27741 -0.05515 -0.041 -0.021 -0.059 0.060
H 4.38106 -3.35550 3.37927 0.011 -0.023 -0.004 0.097
H 3.02921 -2.58868 4.22305 -0.034 0.008 0.016 0.095
H 4.25937 -1.59592 3.41547 -0.019 0.030 0.003 0.081
H 0.65976 2.55081 2.25308 -0.060 -0.051 0.009 0.074
H 1.82392 3.22310 1.10090 0.017 0.020 -0.078 0.088
H 1.84886 3.75253 2.78242 -0.020 0.009 0.030 0.099
H 1.44094 0.76395 3.90323 -0.041 0.000 -0.010 0.085
H 2.49064 2.00133 4.58861 0.016 0.013 0.010 0.100
H 3.17857 0.45582 4.08578 0.014 -0.038 -0.015 0.080
H 4.28258 2.69410 1.31830 -0.009 0.002 -0.046 0.091
H 4.82355 1.50745 2.51649 0.020 -0.043 0.003 0.088
H 4.29312 3.11103 3.03604 0.008 0.020 0.024 0.096
```
Positions in Å, forces in eV/Å.

Calculated values
Energy relative to the best compared isomer or geometry (same formula, charge and spin)   1.9 kcal/mol
LUMO energy (alpha / beta)   -1.8 / -4.3 eV
Charge   +1
Total energy   -111069.7454 eV
2S+1   5


[3]
Formula: C4H6O2
Source: the Open Molecules 2025 dataset
Level of theory: ωB97M-V/def2-TZVPD

XYZ file:
```
12
Properties=species:S:1:pos:R:3:forces:R:3:lowdin_charge:R:1
C -0.03536 0.60771 -1.09725 -0.426 0.386 0.690 -0.025
C -0.11206 0.30082 0.53863 0.193 0.045 -1.169 -0.221
C -1.18495 -0.75464 0.47740 -0.275 -0.154 -0.135 -0.282
O -2.35238 -0.54203 0.69187 0.649 -0.199 0.140 0.065
C 1.28371 -0.19513 0.80677 0.414 -0.344 -0.477 -0.241
O 1.95766 -0.57145 -0.12276 0.548 -0.315 0.730 0.035
H 0.60975 1.46766 -1.30142 -0.333 0.039 0.253 0.081
H 0.40138 -0.20092 -1.72984 -0.402 0.238 1.230 0.091
H -1.04709 0.75677 -1.46156 -0.066 0.452 0.022 0.071
H -0.44018 1.01768 1.33892 0.302 0.114 -1.442 0.159
H -0.81448 -1.69809 0.04257 -0.220 -0.329 0.082 0.139
H 1.73400 -0.18840 1.81668 -0.384 0.068 0.077 0.128
```
Positions in Å, forces in eV/Å.

Calculated values
SMILES string   CC(C=O)C=O
Energy relative to the best compared isomer or geometry (same formula, charge and spin)   42.4 kcal/mol
LUMO energy   0.4 eV
Total energy   -8338.6205 eV